A 2-piece molecular cluster, C30H37NO6 overall, computed with ωB97M-V/def2-TZVPD.

Last column: Löwdin charge in e.
Element x y z (Å)
C: -1.12632 1.02013 5.76983  -0.084
C: -0.07904 0.29748 4.97140  -0.231
O: 0.01065 1.04008 3.72840  -0.010
C: 0.81119 0.40639 2.83819  -0.444
C: 0.93105 1.15655 1.58385  -0.045
C: 2.30031 1.39264 1.14646  -0.482
O: 3.29290 1.02390 1.76152  0.072
O: 2.34653 2.11472 -0.00605  -0.024
C: 3.61522 2.78350 -0.21220  -0.228
C: 3.35987 4.03267 -1.00729  -0.078
C: -0.15199 2.10160 1.35437  -0.449
O: -1.33458 1.77123 1.29568  0.056
O: 0.24386 3.39108 1.26130  -0.002
C: -0.82829 4.35827 1.27621  -0.229
C: -0.21429 5.73448 1.21271  -0.080
O: 1.31070 -0.68208 3.12471  0.045
H: -1.28732 0.51434 6.72630  0.073
H: -0.80631 2.05299 5.95689  0.080
H: -2.07717 1.04322 5.22241  0.075
H: 0.89866 0.31712 5.48518  0.132
H: -0.36559 -0.74638 4.76257  0.121
H: 4.03665 3.03383 0.76904  0.123
H: 4.29108 2.09633 -0.73729  0.122
H: 4.30866 4.50442 -1.27458  0.074
H: 2.80414 3.82105 -1.92541  0.076
H: 2.78069 4.73715 -0.40013  0.070
H: -1.49251 4.17823 0.42029  0.121
H: -1.39652 4.24727 2.20885  0.126
H: -1.02141 6.47286 1.25657  0.074
H: 0.45083 5.91465 2.06828  0.082
H: 0.34336 5.88699 0.27820  0.073
C: -1.58805 -2.85911 -4.17614  -0.033
C: -0.30566 -2.06819 -4.44059  -0.544
C: 0.49581 -2.77025 -5.54511  -0.057
C: -0.61832 -0.63896 -4.87843  -0.032
C: 0.49496 -2.03581 -3.14721  -0.112
N: 1.63197 -2.75505 -3.00960  0.159
C: 2.15706 -2.63262 -1.72534  -0.187
C: 1.27995 -1.80064 -1.01406  -0.124
C: 1.50603 -1.53445 0.32301  -0.015
C: 2.55956 -2.19148 0.95772  -0.038
C: 3.47135 -2.97724 0.23498  -0.061
C: 3.26251 -3.22684 -1.12929  -0.021
C: 0.19138 -1.41633 -1.89218  -0.078
C: -0.90246 -0.62593 -1.46827  0.127
C: -1.80650 -0.93655 -0.41728  -0.188
C: -1.71269 -2.09614 0.40623  0.032
C: -2.65790 -2.35095 1.39466  -0.008
C: -3.65169 -1.40969 1.70182  -0.233
C: -4.52872 -1.55059 2.90741  -0.034
C: -3.79052 -0.29204 0.86741  -0.023
C: -2.92171 -0.08037 -0.17817  -0.005
H: -2.22016 -2.37350 -3.42174  0.086
H: -2.16922 -2.96445 -5.10127  0.092
H: -1.33863 -3.87167 -3.83255  0.097
H: 1.44945 -2.26078 -5.73257  0.095
H: 0.67780 -3.82630 -5.30775  0.087
H: -0.08761 -2.74638 -6.47589  0.094
H: 0.31799 -0.07575 -4.99220  0.101
H: -1.13175 -0.65047 -5.85061  0.095
H: -1.25638 -0.12248 -4.15227  0.074
H: 2.07742 -3.33072 -3.72632  0.162
H: 0.84988 -0.82525 0.82336  0.083
H: 2.65948 -2.07422 2.03442  0.101
H: 4.33507 -3.40284 0.74529  0.104
H: 3.90316 -3.86778 -1.73183  0.105
H: -1.13056 0.26460 -2.05043  0.128
H: -0.88370 -2.78664 0.25091  0.126
H: -2.63293 -3.29273 1.95487  0.125
H: -5.26567 -0.74266 2.92043  0.080
H: -5.06208 -2.50539 2.89211  0.089
H: -3.96184 -1.50478 3.84740  0.094
H: -4.60003 0.41777 1.06186  0.125
H: -3.05108 0.77497 -0.84303  0.126

Results
LUMO energy, Eh: -0.0820
Relative energy (zero: lowest compared OMol25 entry of this formula, charge and spin), eV: 0.0614
Spin multiplicity: 1

---

C30H38AuN2O3 as an isolated structure, computed with ωB97M-V/def2-TZVPD.

Last column: Löwdin charge in e.
Element x y z (Å)
Au: 0.58981 -0.56795 0.21449  1.438
C: -1.48152 1.41081 -3.59539  -0.065
C: -1.55589 0.20274 -2.66713  -0.379
C: -1.95837 -1.04389 -3.46487  -0.043
C: -2.50485 0.38877 -1.50023  -0.147
C: -3.61449 1.21351 -1.60312  -0.019
C: -4.54913 1.27936 -0.57851  -0.040
C: -4.38175 0.53154 0.57166  -0.020
C: -3.27903 -0.30428 0.72799  -0.132
C: -3.07250 -1.02051 2.04852  -0.381
C: -2.98510 -0.01694 3.20155  -0.052
C: -4.17098 -2.05397 2.30199  -0.051
C: -2.36823 -0.37591 -0.32966  -0.188
N: -1.24813 -1.24732 -0.24073  -0.073
C: -1.35287 -2.55450 -0.13126  -0.049
C: -0.21397 -3.28960 0.11753  -0.303
C: 0.04732 -4.65996 0.24350  0.015
C: 1.37470 -4.76492 0.59567  -0.005
C: 1.91803 -3.45996 0.69484  -0.203
N: 0.95275 -2.57602 0.37800  -0.012
C: 3.34712 -3.13538 1.06022  -0.536
C: 4.06276 -2.58807 -0.18480  -0.029
C: 3.38871 -2.13998 2.22610  -0.039
C: 4.06543 -4.40916 1.51356  -0.059
H: -0.66285 1.27952 -4.30366  0.086
H: -1.31296 2.34109 -3.05018  0.075
H: -2.39514 1.51981 -4.18197  0.082
H: -0.55245 0.02615 -2.26525  0.103
H: -2.96917 -0.92920 -3.86044  0.093
H: -1.93916 -1.94651 -2.85319  0.067
H: -1.28056 -1.19267 -4.30681  0.086
H: -3.76324 1.80722 -2.49446  0.112
H: -5.41278 1.92371 -0.68029  0.113
H: -5.10872 0.61111 1.36959  0.118
H: -2.11581 -1.54769 2.02141  0.114
H: -3.94011 0.48442 3.36480  0.081
H: -2.23260 0.74779 3.00293  0.083
H: -2.71973 -0.52940 4.12719  0.085
H: -5.14726 -1.57186 2.37676  0.083
H: -3.99035 -2.58442 3.23759  0.086
H: -4.23284 -2.79054 1.49851  0.076
H: -2.32210 -3.02008 -0.27487  0.161
H: -0.66923 -5.45367 0.10551  0.121
H: 1.92780 -5.67046 0.77341  0.110
H: 3.64210 -1.63936 -0.51012  0.056
H: 3.99916 -3.30127 -1.00770  0.095
H: 5.11982 -2.43146 0.04154  0.093
H: 2.92365 -1.19057 1.98785  0.040
H: 4.42999 -1.94169 2.48929  0.092
H: 2.89717 -2.55842 3.10614  0.096
H: 4.17075 -5.12690 0.69905  0.090
H: 3.54584 -4.89258 2.34185  0.093
H: 5.06833 -4.15011 1.85412  0.092
C: -0.02921 6.99200 -1.17444  -0.044
O: -0.54815 5.69571 -0.87712  -0.041
C: 0.30167 4.70109 -0.62283  -0.255
C: 1.70707 4.85096 -0.64321  0.007
C: 2.48067 3.76994 -0.34173  0.000
C: 1.93555 2.49549 -0.04088  -0.099
C: 2.80923 1.42452 0.28267  -0.310
C: 4.27157 1.64071 0.54885  0.024
O: 2.47688 0.20095 0.35012  -0.164
C: 0.51541 2.36261 -0.06645  -0.287
O: -0.14266 1.25594 0.21377  -0.186
C: -0.27500 3.47553 -0.33556  0.078
H: -0.89684 7.62398 -1.33014  0.099
H: 0.57544 6.97055 -2.08190  0.101
H: 0.55699 7.37664 -0.33902  0.101
H: 2.16776 5.79556 -0.88625  0.112
H: 3.55390 3.89241 -0.35805  0.118
H: 4.48513 2.61416 0.97769  0.089
H: 4.82570 1.53812 -0.38726  0.115
H: 4.61281 0.85862 1.22310  0.094
H: -1.35129 3.37413 -0.31992  0.140

Results
LUMO energy (alpha / beta), Eh: -0.1495 / -0.1495
Net charge: +1
Spin multiplicity: 1

---

C30H38BrGe2N2O2PtS as an isolated structure, computed with ωB97M-V/def2-TZVPD.

Last column: Löwdin charge in e.
Element x y z (Å)
Pt: 1.16606 0.68341 -0.02770  0.576
C: -1.28175 4.52526 1.51554  -0.163
C: -0.22773 3.46689 1.24412  -0.363
Ge: -0.77133 2.11468 -0.17875  0.813
C: -1.04672 2.89956 -2.02394  -0.397
C: -2.35857 3.65401 -2.16437  -0.170
C: -2.34473 1.09978 0.40179  -0.221
C: -2.24659 -0.09525 0.99904  -0.326
Ge: -0.36568 -0.86669 1.15299  1.018
C: 0.05190 -2.52548 0.03674  -0.338
C: -0.77697 -3.76789 0.31989  -0.166
C: 0.39655 -0.82223 3.05398  -0.309
C: -0.39144 -1.58027 4.10802  -0.151
C: -3.37916 -0.85253 1.51705  -0.248
C: -3.16502 -2.09772 2.10927  -0.077
C: -4.21356 -2.85681 2.58891  -0.060
C: -5.51096 -2.38102 2.50253  -0.066
C: -5.74104 -1.13456 1.94099  -0.065
C: -4.69477 -0.37946 1.45111  -0.023
H: -0.96306 5.15909 2.34184  0.076
H: -2.23029 4.06799 1.78597  0.069
H: -1.43132 5.15903 0.64627  0.061
H: -0.02608 2.90786 2.16039  0.048
H: 0.70267 3.93278 0.91518  0.059
H: -1.01665 2.07740 -2.74142  0.038
H: -0.19823 3.54944 -2.24173  0.040
H: -3.20497 2.98940 -2.00576  0.064
H: -2.43979 4.07336 -3.16596  0.074
H: -2.41917 4.47263 -1.45246  0.057
H: -3.31087 1.55926 0.23825  0.052
H: 1.10785 -2.73221 0.21524  0.054
H: -0.06649 -2.24277 -1.01195  0.049
H: -0.61291 -4.12663 1.33354  0.072
H: -0.48416 -4.56244 -0.36435  0.078
H: -1.83786 -3.57452 0.17800  0.063
H: 0.46511 0.22929 3.33998  0.058
H: 1.40898 -1.22021 2.98365  0.059
H: -1.41689 -1.22441 4.17347  0.068
H: 0.08306 -1.42572 5.07561  0.085
H: -0.40101 -2.64899 3.91108  0.071
H: -2.15277 -2.47249 2.19541  0.059
H: -4.02111 -3.82075 3.03311  0.111
H: -6.33473 -2.97001 2.87464  0.109
H: -6.74617 -0.74701 1.88295  0.110
H: -4.91253 0.58416 1.01768  0.104
N: 2.24874 -1.02517 -2.34621  0.157
C: 1.93367 0.11358 -2.94257  -0.768
S: 2.04465 1.59664 -2.07928  0.745
N: 1.53597 0.17400 -4.20906  0.077
C: 1.32958 -0.91554 -5.10756  -0.245
C: 0.05004 -1.10534 -5.61788  -0.014
C: -0.17614 -2.10471 -6.54599  -0.059
C: 0.87322 -2.90106 -6.97541  -0.061
C: 2.13853 -2.73206 -6.44001  -0.058
C: 2.37442 -1.74268 -5.49958  -0.027
H: 2.57993 -1.01967 -1.37601  0.066
H: 2.26220 -1.88980 -2.86420  0.124
H: 1.22537 1.08004 -4.53717  0.146
H: -0.76067 -0.47186 -5.28696  0.118
H: -1.17191 -2.25975 -6.93234  0.114
H: 0.70208 -3.65868 -7.72127  0.113
H: 2.95069 -3.36762 -6.75553  0.114
H: 3.36822 -1.59721 -5.10361  0.123
Br: 4.24449 4.20346 5.20648  0.755
C: 4.05096 2.71465 4.03114  -0.660
C: 4.93397 1.64704 4.10613  -0.096
C: 4.76958 0.56927 3.25755  0.006
C: 3.73559 0.55454 2.32390  -0.136
C: 2.87303 1.64263 2.25925  -0.065
C: 3.01498 2.72007 3.10954  -0.117
C: 3.60633 -0.64635 1.42853  -0.588
O: 4.34396 -1.60435 1.55466  0.097
O: 2.69279 -0.66909 0.50206  -0.267
H: 5.73910 1.66763 4.82295  0.108
H: 5.44342 -0.27299 3.29879  0.127
H: 2.06641 1.66405 1.51256  0.021
H: 2.33774 3.55917 3.06125  0.095

Results
LUMO energy (alpha / beta), Eh: -0.2230 / -0.2231
Relative energy (zero: lowest compared OMol25 entry of this formula, charge and spin), eV: 3.4277
Net charge: +1
Spin multiplicity: 1

---

Number 1: F_max 1.49 eV Å⁻¹. Number 2: F_max 0.61 eV Å⁻¹. Number 3: F_max 1.85 eV Å⁻¹.